Below is a structure of composition C45H46ClF5N4O6STi in a non-equilibrium geometry, with properties calculated with wB97M-V/def2-TZVPD.

```
! RIJCOSX wB97M-V def2-TZVPD def2/J DEFGRID3
* xyz -2 3
Ti 0.222 -0.018 0.610
C -0.232 4.424 -2.141
C 0.061 2.922 -2.442
C -0.373 2.652 -3.896
C 1.472 2.514 -2.207
C 2.353 2.440 -3.295
C 3.672 2.180 -3.087
C 4.255 2.256 -1.844
C 3.429 2.293 -0.691
C 4.167 2.506 0.613
C 3.452 2.376 1.925
C 5.472 1.642 0.642
C 2.008 2.265 -0.907
N 1.069 1.954 0.107
C 0.464 2.970 0.693
C -0.774 2.855 1.343
C -1.104 3.849 2.326
C -2.225 3.667 3.140
C -3.062 2.530 2.973
C -2.796 1.592 2.001
C -1.669 1.752 1.156
N -1.452 0.900 0.055
C -2.531 0.610 -0.775
C -2.500 -0.606 -1.510
C -3.685 -1.347 -1.378
C -4.893 -0.676 -1.163
C -4.944 0.687 -0.897
C -3.735 1.358 -0.819
C -3.699 2.856 -0.991
C -3.973 3.143 -2.482
C -4.717 3.694 -0.193
C -1.436 -1.009 -2.547
C -1.464 -2.538 -2.740
C -0.008 -0.557 -2.307
H -1.310 4.692 -2.188
H 0.251 5.113 -2.822
H 0.170 4.782 -1.183
H -0.541 2.356 -1.723
H -0.078 3.447 -4.587
H -1.464 2.565 -3.973
H 0.003 1.686 -4.269
H 1.986 2.389 -4.310
H 4.302 1.998 -3.978
H 5.347 2.350 -1.655
H 4.608 3.512 0.593
H 2.902 1.466 1.978
H 2.766 3.223 2.050
H 4.226 2.457 2.712
H 5.292 0.628 0.181
H 5.713 1.511 1.702
H 6.314 2.160 0.146
H 0.852 4.014 0.660
H -0.441 4.715 2.426
H -2.447 4.372 3.933
H -3.781 2.339 3.774
H -3.423 0.719 1.900
H -3.639 -2.429 -1.430
H -5.839 -1.207 -1.312
H -5.893 1.240 -0.882
H -2.698 3.189 -0.729
H -4.843 2.599 -2.883
H -3.122 2.817 -3.112
H -4.105 4.206 -2.674
H -5.757 3.425 -0.440
H -4.617 4.716 -0.480
H -4.637 3.646 0.911
H -1.805 -0.554 -3.464
H -0.706 -2.868 -3.473
H -1.280 -3.055 -1.786
H -2.442 -2.822 -3.132
H 0.462 -1.166 -1.525
H 0.098 0.522 -2.034
H 0.556 -0.647 -3.258
C 1.258 1.169 4.242
C 0.378 -0.003 3.861
N 0.138 -0.477 2.645
C -0.718 -1.559 2.815
C -0.812 -1.855 4.153
N -0.086 -0.830 4.795
C -1.550 -2.841 5.002
O -2.212 -3.791 4.407
O -1.449 -2.754 6.209
C -1.210 -2.297 1.644
O -2.067 -3.206 1.669
O -0.648 -1.886 0.541
H 1.018 1.992 3.568
H 2.320 0.872 4.196
H 1.061 1.459 5.312
H 0.083 -0.931 5.759
H -2.284 -3.744 3.375
F 2.772 -10.595 -0.408
C 2.388 -9.293 -0.538
C 2.519 -8.642 -1.757
F 3.132 -9.310 -2.754
C 2.056 -7.335 -1.835
F 2.319 -6.670 -2.982
C 1.452 -6.633 -0.773
S 1.120 -5.019 -0.881
C 1.175 -7.430 0.406
F 0.262 -7.026 1.312
C 1.715 -8.728 0.502
F 1.556 -9.465 1.661
Cl 4.555 -2.109 2.078
C 3.205 -2.752 1.054
C 2.992 -1.602 0.037
O 3.770 -1.464 -0.921
O 2.002 -0.819 0.353
H 2.409 -2.987 1.750
H 3.576 -3.679 0.566
*
```

Output
- LUMO level (alpha / beta): 3.7 / 3.7 eV
- HOMO energy (alpha / beta): -0.92 / -1.79 eV
- Strongest force on any atom: 3.199 eV/A
- Electronic energy: -125721.11578 eV

=====

Below is a structure of composition C45H47Ge2IrN6O2 in a non-equilibrium geometry, with properties calculated with wB97M-V/def2-TZVPD.

```
! RIJCOSX wB97M-V def2-TZVPD def2/J DEFGRID3
* xyz 2 5
Ir -0.980 0.751 0.757
O -1.748 1.895 2.161
C -2.474 1.634 3.200
C -2.673 2.683 4.130
C -3.463 2.528 5.240
C -4.103 1.311 5.472
C -3.916 0.263 4.599
C -3.106 0.377 3.461
C -2.940 -0.755 2.583
N -2.214 -0.829 1.462
C -2.352 -2.089 0.964
C -3.172 -2.801 1.784
N -3.533 -1.956 2.787
H -2.175 3.619 3.928
H -3.594 3.348 5.929
H -4.742 1.189 6.332
H -4.419 -0.668 4.809
H -1.861 -2.401 0.065
H -3.518 -3.812 1.731
H -4.138 -2.190 3.557
C 8.923 -8.482 -1.549
O 8.669 -7.663 -0.424
C 7.649 -6.819 -0.405
C 6.730 -6.630 -1.454
C 5.691 -5.746 -1.311
C 5.513 -5.008 -0.127
C 6.454 -5.180 0.910
C 7.492 -6.057 0.776
C 4.430 -4.092 0.043
N 4.221 -3.355 1.126
C 3.126 -2.618 0.882
C 2.633 -2.896 -0.415
N 3.470 -3.838 -0.915
C 1.551 -2.195 -1.014
C 1.130 -2.336 -2.325
C 0.153 -1.446 -2.810
C -0.380 -0.506 -1.965
N -0.089 -0.411 -0.656
C 0.933 -1.219 -0.168
C 1.368 -0.978 1.142
N 0.710 -0.008 1.855
C 1.124 0.306 3.078
C 2.193 -0.315 3.690
C 2.891 -1.315 2.997
C 2.490 -1.651 1.720
H 9.804 -9.068 -1.290
H 9.133 -7.884 -2.439
H 8.086 -9.156 -1.753
H 6.833 -7.178 -2.377
H 5.009 -5.629 -2.138
H 6.329 -4.598 1.808
H 8.215 -6.196 1.564
H 3.388 -4.285 -1.813
H 1.570 -3.064 -2.985
H -0.162 -1.479 -3.839
H -1.064 0.236 -2.355
H 0.579 1.094 3.582
H 2.483 -0.031 4.686
H 3.737 -1.818 3.435
C 2.664 3.073 -2.128
C 2.016 2.011 -1.248
Ge 0.386 2.647 -0.207
C 0.901 3.854 1.355
C 1.478 5.179 0.880
C -0.893 3.552 -1.405
C -2.172 3.258 -1.657
Ge -3.037 1.681 -0.631
C -4.454 2.219 0.730
C -5.812 2.667 0.208
C -3.796 0.007 -1.605
C -4.729 0.246 -2.783
C -3.025 4.031 -2.557
C -4.350 3.645 -2.756
C -5.192 4.342 -3.599
C -4.723 5.461 -4.271
C -3.411 5.867 -4.083
C -2.571 5.167 -3.241
H 3.477 2.622 -2.697
H 3.081 3.885 -1.537
H 1.952 3.489 -2.838
H 2.741 1.636 -0.524
H 1.714 1.171 -1.875
H 1.631 3.318 1.964
H 0.007 4.022 1.956
H 2.392 5.035 0.307
H 1.722 5.794 1.747
H 0.765 5.730 0.269
H -0.438 4.407 -1.893
H -4.037 2.990 1.376
H -4.586 1.317 1.334
H -5.751 3.629 -0.297
H -6.495 2.773 1.050
H -6.236 1.931 -0.474
H -4.342 -0.530 -0.825
H -2.966 -0.624 -1.914
H -5.646 0.744 -2.470
H -5.008 -0.716 -3.207
H -4.259 0.834 -3.570
H -4.714 2.775 -2.230
H -6.212 4.016 -3.730
H -5.372 6.011 -4.933
H -3.036 6.740 -4.596
H -1.556 5.508 -3.115
*
```

Output
- LUMO level (alpha / beta): -4.7 / -8.2 eV
- HOMO energy (alpha / beta): -9.79 / -12.09 eV
- Strongest force on any atom: 3.700 eV/A
- Electronic energy: -176319.52577 eV